Arrangement one

Here is a 7-piece molecular cluster, C30H34N7O13 overall from the OMol25 dataset. Energies are from ωB97M-V/def2-TZVPD.

Geometry as XYZ:
```
84
C30H34N7O13 (ωB97M-V/def2-TZVPD)
N 0.022 -1.727 -0.067
O -1.043 -2.311 -0.401
O 0.541 -1.871 0.951
O 0.755 -1.380 -1.060
C 5.344 -0.993 0.535
C 4.055 -0.983 -0.297
C 4.216 -0.417 -1.734
C 5.491 0.140 -2.313
C 6.661 0.216 -1.294
C 6.504 -0.415 0.142
N 5.536 0.832 -3.700
O 6.663 1.134 -4.184
O 4.455 0.857 -4.226
H 5.345 -1.420 1.511
H 3.210 -1.492 0.072
H 3.228 -0.319 -1.983
H 7.555 0.673 -1.467
H 7.358 -0.406 0.715
C 0.311 -1.252 -4.767
C -0.030 -0.266 -5.830
C -1.061 -0.663 -7.013
C -1.377 -2.160 -7.071
C -0.964 -3.130 -5.941
C 0.018 -2.627 -4.787
N -2.288 -2.639 -8.074
O -2.438 -1.920 -9.119
O -3.114 -3.402 -7.758
H 1.055 -0.968 -3.969
H 0.277 0.771 -5.905
H -1.082 0.033 -7.903
H -1.486 -4.044 -5.887
H 0.440 -3.226 -3.975
C -1.147 3.315 -0.201
C -0.332 4.331 0.627
C 1.245 4.142 0.650
C 1.948 3.005 -0.099
C 1.095 2.189 -1.075
C -0.526 2.299 -0.973
N 3.414 3.000 -0.226
O 3.899 2.837 -1.373
O 4.133 3.061 0.784
H -2.175 3.309 -0.081
H -0.917 4.987 1.179
H 1.769 4.898 1.364
H 1.506 1.415 -1.467
H -1.268 1.568 -1.417
C -2.970 0.782 1.785
C -1.607 0.499 2.259
C -1.575 0.053 3.718
C -2.516 0.642 4.722
C -4.002 1.003 4.117
C -4.051 1.215 2.554
N -2.348 0.464 6.135
O -1.208 -0.042 6.436
O -3.144 0.979 6.944
H -2.969 1.039 0.669
H -0.886 0.068 1.597
H -0.747 -0.537 3.932
H -4.702 1.388 4.866
H -5.027 1.450 1.980
C 2.314 0.284 5.642
O 2.017 0.991 6.649
N 2.018 0.684 4.375
C 2.272 -0.119 3.233
C 1.481 2.027 4.217
H 2.927 -0.543 5.853
H 1.817 0.374 2.308
H 1.760 -0.914 3.584
H 3.404 -0.090 3.043
H 1.624 2.390 3.031
H 1.812 2.902 4.975
H 0.416 1.976 4.446
C -6.366 -1.869 -0.287
O -6.413 -1.823 -1.509
N -5.354 -2.301 0.460
C -5.378 -2.134 1.888
C -4.240 -2.940 -0.253
H -7.295 -1.337 0.115
H -5.921 -2.944 2.445
H -5.696 -1.269 2.312
H -4.320 -2.166 2.240
H -3.901 -2.286 -1.085
H -4.536 -3.827 -0.500
H -3.490 -3.051 0.210
```

Properties
**Frontier orbital gap**: 6.4 eV
**Net charge**: -1
**E_LUMO**: 0.4 eV
**HOMO energy**: -6.0 eV

=====

Arrangement two

Here is a 7-piece molecular cluster, C30H34N7O13 overall from the OMol25 dataset. Energies are from ωB97M-V/def2-TZVPD.

Geometry as XYZ:
```
84
C30H34N7O13 (ωB97M-V/def2-TZVPD)
N 0.509 0.225 0.543
O -0.482 0.089 1.333
O 1.564 0.930 0.895
O 0.373 -0.113 -0.663
C -1.287 1.621 -4.561
C -1.230 1.928 -5.931
C -0.095 1.390 -6.879
C 1.075 0.684 -6.270
C 1.025 0.361 -4.776
C -0.411 0.732 -3.965
N 2.124 0.161 -7.061
O 2.249 0.533 -8.333
O 3.118 -0.358 -6.579
H -2.022 1.855 -3.934
H -2.094 2.730 -6.365
H -0.262 1.623 -7.919
H 1.959 -0.266 -4.519
H -0.702 0.541 -2.880
C -0.546 -1.636 6.219
C 0.117 -2.953 6.633
C 0.777 -3.839 5.571
C 0.330 -3.685 4.188
C -0.441 -2.423 3.723
C -0.754 -1.409 4.769
N 0.656 -4.728 3.084
O 0.431 -4.369 1.939
O 1.141 -5.705 3.483
H -0.587 -0.828 6.743
H 0.345 -3.207 7.704
H 1.387 -4.808 5.760
H -0.610 -2.287 2.707
H -1.023 -0.460 4.315
C -4.176 3.118 2.079
C -2.861 2.471 1.549
C -2.272 3.216 0.311
C -3.224 4.021 -0.571
C -4.733 4.414 -0.106
C -5.104 3.840 1.242
N -2.854 4.163 -2.063
O -3.640 4.852 -2.743
O -1.751 4.012 -2.394
H -4.513 2.883 3.072
H -2.270 1.767 1.940
H -1.271 2.961 -0.301
H -5.413 4.931 -0.837
H -6.107 3.950 1.697
C 3.580 -1.812 0.829
C 3.351 -3.322 0.902
C 4.522 -4.169 1.565
C 5.873 -3.503 1.958
C 5.877 -1.972 1.954
C 4.686 -1.238 1.321
N 7.106 -4.350 2.501
O 6.886 -5.622 2.754
O 8.148 -3.863 2.554
H 2.735 -1.286 0.398
H 2.494 -3.860 0.516
H 4.298 -5.171 1.749
H 6.730 -1.298 2.271
H 4.661 -0.168 1.385
C 1.377 3.991 -3.492
O 1.538 4.795 -4.347
N 1.940 4.113 -2.318
C 1.658 3.152 -1.206
C 2.571 5.354 -1.923
H 0.738 3.280 -3.590
H 2.529 2.936 -0.609
H 1.380 2.179 -1.644
H 1.075 3.453 -0.401
H 3.344 5.576 -2.642
H 3.016 5.142 -0.885
H 1.849 6.251 -2.025
C -5.363 -1.691 1.384
O -6.556 -1.774 0.983
N -4.449 -2.417 0.855
C -3.002 -2.398 1.313
C -4.551 -3.633 0.045
H -4.888 -0.679 1.792
H -3.013 -3.094 2.238
H -2.822 -1.476 1.693
H -2.028 -2.770 0.649
H -5.540 -3.455 -0.305
H -4.326 -4.523 0.615
H -3.839 -3.626 -0.700
```

Properties
**Frontier orbital gap**: 7.2 eV
**Net charge**: -1
**E_LUMO**: 0.7 eV
**HOMO energy**: -6.6 eV

=====

Which structure above is the least stable one? arrangement one is the least stable one.